ORCA calculation (ωB97M-V/def2-TZVPD) on a molecular structure, C5H10BaO4 at a distorted geometry.

* spin multiplicity: 1
* strongest force on any atom: 2.91 eV/Å
* molecular weight: 271.5 g mol⁻¹
* calculated total energy: -522.877311 Eh
* Kohn-Sham gap: 4.65 eV

Last column: Mulliken charge in e.
Positions of all 20 atoms, in Å:
C (-0.60, 1.79, -2.03)  -0.699
C (-1.93, 0.33, -0.65)  -0.584
O (-1.70, -2.30, -3.07)  -0.819
H (-2.78, -2.87, -4.80)  0.294
H (-3.07, -1.22, -1.50)  0.226
H (-0.32, 2.48, -1.23)  0.297
H (-2.72, 1.00, -1.01)  0.443
O (0.48, -2.09, -4.69)  -0.947
H (-0.55, -1.51, 0.39)  0.306
H (-3.21, -1.17, 0.18)  0.360
Ba (0.43, -1.45, -2.52)  1.629
C (-1.81, -2.53, -4.42)  -0.316
H (-1.52, 2.12, -2.52)  0.304
C (-0.69, -2.53, -5.17)  -0.033
O (-1.27, -2.05, -0.02)  -0.526
H (0.21, 1.73, -2.77)  0.223
H (-1.59, 0.63, 0.35)  0.345
H (-0.68, -3.02, -6.15)  0.280
C (-2.44, -1.11, -0.60)  -0.438
O (-0.77, 0.48, -1.49)  -0.344